(1)
{"formula": "C4H9NO2S", "method": "ωB97M-V/def2-TZVPD", "homo_ev": -9.02, "e_above_lowest_ev": 3.288, "e_lumo_ev": 0.61, "homo_lumo_gap_ev": 9.64, "smiles": "O=CN[C@H](CO)CS", "species": ["O", "C", "N", "C", "C", "O", "C", "S", "H", "H", "H", "H", "H", "H", "H", "H", "H"], "coordinates": [[-0.26539, 2.56074, -1.29827], [-0.35238, 1.54221, -1.92499], [0.04799, 0.39949, -1.33302], [-0.04448, 0.25146, 0.07985], [1.15601, -0.58446, 0.34791], [1.70446, -0.01961, 1.58161], [-1.28136, -0.67761, 0.36951], [-1.28392, -1.58757, 2.03091], [-0.74410, 1.38892, -2.92236], [-0.01939, -0.39454, -1.94556], [0.03354, 1.12883, 0.77783], [1.92029, -0.35933, -0.64532], [1.06267, -1.74190, 0.60254], [2.06845, 0.81429, 1.52954], [-2.26668, -0.02369, 0.57739], [-1.70664, -1.35038, -0.37636], [-0.02908, -1.34683, 2.54879]], "forces_ev_per_angstrom": [[-0.608, 1.751, -0.334], [0.452, -0.278, 1.093], [-1.404, 1.184, -1.964], [-0.982, -3.363, 0.164], [4.536, -0.097, 0.544], [-0.782, -4.365, 0.372], [-3.283, 2.489, 2.674], [0.669, 0.208, -0.299], [0.008, 0.429, -0.789], [-0.074, -0.596, 0.511], [-0.585, -0.562, -1.588], [-1.688, -1.122, 3.089], [-0.035, 2.596, -0.935], [1.118, 2.763, -0.865], [2.241, -0.899, -0.674], [1.167, -0.199, -0.318], [-0.751, 0.061, -0.681]]}

(2)
{"formula": "C3H5NOS", "method": "ωB97M-V/def2-TZVPD", "homo_ev": -8.55, "e_above_lowest_ev": 3.033, "e_lumo_ev": 0.76, "homo_lumo_gap_ev": 9.31, "species": ["C", "C", "C", "N", "O", "S", "H", "H", "H", "H", "H"], "coordinates": [[-0.84617, 0.01822, -1.67748], [0.93807, -0.30178, -0.28426], [-0.75408, -0.20066, 1.01757], [0.37356, -0.04612, -1.54000], [-0.72736, 0.78659, 1.85184], [-1.98953, -0.02317, -0.34717], [-1.38238, 0.28393, -2.59116], [1.68607, 0.49656, -0.06901], [1.41710, -1.32786, -0.29469], [-0.77569, -1.12913, 1.42824], [-0.57183, 1.60445, 1.28053]], "forces_ev_per_angstrom": [[-1.987, 0.863, -0.377], [-1.197, -0.403, 1.261], [1.987, -0.222, -5.972], [1.670, -0.237, -0.490], [0.643, 3.982, 0.830], [0.173, -0.516, 1.241], [0.534, -0.295, -0.211], [-0.555, -0.632, 0.356], [-0.653, 1.145, 0.432], [-0.207, -2.469, 1.447], [-0.407, -1.217, 1.483]]}

(3)
{"formula": "C5H32N2O9", "method": "ωB97M-V/def2-TZVPD", "homo_ev": -9.58, "e_above_lowest_ev": 2.957, "e_lumo_ev": 0.23, "homo_lumo_gap_ev": 9.82, "smiles": "CNC[C@H](C)NC.O.O.O.O.O.O.O.O.O", "species": ["C", "N", "C", "C", "C", "N", "C", "H", "H", "H", "H", "H", "H", "H", "H", "H", "H", "H", "H", "H", "H", "O", "H", "H", "O", "H", "H", "O", "H", "H", "O", "H", "H", "O", "H", "H", "O", "H", "H", "O", "H", "H", "O", "H", "H", "O", "H", "H"], "coordinates": [[0.25359, 1.84797, -0.67377], [-0.40564, 0.52628, -0.43695], [0.12775, -0.46266, 0.47231], [0.47894, -1.75598, -0.35541], [0.54917, -2.93885, 0.69009], [1.70840, -1.50619, -1.12643], [1.88380, -2.57030, -2.12173], [1.32399, 1.85325, -0.79330], [0.15928, 2.49365, 0.27364], [-0.39874, 2.34217, -1.41827], [-0.35931, 0.23452, -1.39179], [1.06107, -0.13430, 0.98310], [-0.67435, -0.83111, 1.11350], [-0.38238, -2.00010, -0.99566], [0.95516, -2.55725, 1.62288], [1.10490, -3.71100, 0.10147], [-0.45968, -3.46053, 0.89788], [2.54095, -1.34526, -0.54656], [2.52095, -3.45205, -2.02958], [0.85529, -2.83281, -2.46418], [2.08592, -1.95715, -3.08291], [1.19314, 0.23713, 3.33007], [1.03364, -0.48184, 2.71297], [0.85526, -0.04086, 4.17344], [3.24461, 0.80211, 0.27652], [3.35799, 1.06016, -0.67073], [4.11028, 0.81830, 0.70533], [2.59354, 0.68072, -2.31222], [3.02789, -0.18112, -2.47787], [1.69130, 0.37953, -2.01879], [-2.71366, 1.06169, 1.11718], [-3.23282, 1.83744, 1.22555], [-1.83711, 1.23348, 0.65580], [-3.27227, -1.64031, -0.76401], [-3.07100, -0.94844, -0.15897], [-2.53114, -1.60807, -1.40604], [-1.71848, 0.63869, 3.93162], [-2.10505, 0.41133, 3.08014], [-0.99911, 1.23548, 3.87311], [-3.53988, 1.33560, -1.34608], [-4.23117, 0.77413, -0.88247], [-2.59204, 1.03008, -1.11477], [-1.92040, -0.23214, -2.94709], [-1.86311, -0.45646, -3.85221], [-2.73617, 0.26503, -2.76978], [2.12056, 2.97847, 1.88031], [2.21009, 2.43036, 2.67416], [2.19905, 2.30842, 1.14757]], "forces_ev_per_angstrom": [[-1.566, 1.412, 3.338], [0.369, 2.084, -0.780], [0.671, -1.496, -1.517], [-0.117, 0.459, 2.699], [-1.162, -0.794, -1.995], [-0.981, -1.795, 0.697], [-1.303, 2.330, -3.198], [0.164, -0.172, -0.867], [-0.140, -0.792, -1.183], [1.015, -0.124, -0.018], [-0.636, -1.396, -0.404], [-0.825, -0.053, -0.294], [0.172, 0.528, 0.637], [0.569, 0.403, -0.307], [0.521, -0.574, 0.040], [0.177, 0.302, 1.333], [1.329, 1.250, -0.280], [-0.685, -0.102, -0.008], [0.016, 0.333, 0.453], [0.641, -0.588, 0.733], [0.839, -1.401, 0.967], [0.625, 0.443, -0.383], [-0.165, -0.009, 0.285], [-0.326, -0.359, 0.508], [0.351, 0.020, -0.223], [-0.104, -0.358, 0.544], [-0.176, 0.179, -0.147], [-0.378, -0.439, -0.477], [-0.335, 0.783, 0.001], [1.382, 0.114, -0.302], [1.786, -1.551, 0.274], [-0.269, 1.166, -0.103], [-1.365, -0.038, 0.523], [0.430, -1.072, -1.154], [0.265, 0.952, 1.060], [-0.746, 0.097, 0.311], [-1.302, -1.322, 1.161], [0.380, 0.609, -0.354], [0.843, 0.802, -0.853], [0.549, -0.912, -0.084], [1.887, 0.762, -0.690], [-2.535, 0.407, 0.131], [0.355, 0.111, 1.464], [-0.146, -0.202, -1.472], [-0.147, -0.007, -0.257], [0.071, -0.943, -0.723], [-0.144, 0.093, -0.206], [0.142, 0.859, 1.118]]}

(4)
{"formula": "C2H8N2O2S", "method": "ωB97M-V/def2-TZVPD", "homo_ev": -8.77, "e_above_lowest_ev": 1.254, "e_lumo_ev": 0.98, "homo_lumo_gap_ev": 9.75, "species": ["C", "C", "N", "N", "O", "O", "S", "H", "H", "H", "H", "H", "H", "H", "H"], "coordinates": [[1.81642, 0.78437, -1.24247], [-1.79909, -1.41101, -0.04300], [0.93497, 0.65443, -0.12249], [-2.20338, -0.49570, 0.70961], [1.80778, 0.52615, 2.28368], [-0.48377, 1.35656, 1.72179], [1.00724, 1.50509, 1.13407], [1.22070, 0.97062, -2.14260], [2.54462, 1.59557, -1.13918], [2.36724, -0.15025, -1.39157], [-2.41572, -2.21047, -0.46234], [-0.74948, -1.40728, -0.31110], [-1.04211, 0.66993, 1.26753], [1.72846, 0.87520, 3.17476], [-3.19358, -0.50455, 0.95070]], "forces_ev_per_angstrom": [[0.384, 0.183, -0.336], [0.117, -0.530, -0.447], [-0.516, -0.167, 0.766], [-0.210, 0.675, 0.509], [-0.239, 0.044, -0.897], [1.063, 0.881, 0.380], [-0.752, -1.009, 0.222], [0.143, -0.024, 0.039], [0.055, 0.017, -0.092], [0.024, 0.137, -0.029], [-0.126, 0.106, 0.128], [0.212, 0.018, -0.050], [-0.075, -0.408, -0.266], [-0.149, 0.314, 0.251], [0.071, -0.238, -0.176]]}

What did the first record say?
{"formula": "C4H9NO2S", "method": "ωB97M-V/def2-TZVPD", "homo_ev": -9.02, "e_above_lowest_ev": 3.288, "e_lumo_ev": 0.61, "homo_lumo_gap_ev": 9.64, "smiles": "O=CN[C@H](CO)CS", "species": ["O", "C", "N", "C", "C", "O", "C", "S", "H", "H", "H", "H", "H", "H", "H", "H", "H"], "coordinates": [[-0.26539, 2.56074, -1.29827], [-0.35238, 1.54221, -1.92499], [0.04799, 0.39949, -1.33302], [-0.04448, 0.25146, 0.07985], [1.15601, -0.58446, 0.34791], [1.70446, -0.01961, 1.58161], [-1.28136, -0.67761, 0.36951], [-1.28392, -1.58757, 2.03091], [-0.74410, 1.38892, -2.92236], [-0.01939, -0.39454, -1.94556], [0.03354, 1.12883, 0.77783], [1.92029, -0.35933, -0.64532], [1.06267, -1.74190, 0.60254], [2.06845, 0.81429, 1.52954], [-2.26668, -0.02369, 0.57739], [-1.70664, -1.35038, -0.37636], [-0.02908, -1.34683, 2.54879]], "forces_ev_per_angstrom": [[-0.608, 1.751, -0.334], [0.452, -0.278, 1.093], [-1.404, 1.184, -1.964], [-0.982, -3.363, 0.164], [4.536, -0.097, 0.544], [-0.782, -4.365, 0.372], [-3.283, 2.489, 2.674], [0.669, 0.208, -0.299], [0.008, 0.429, -0.789], [-0.074, -0.596, 0.511], [-0.585, -0.562, -1.588], [-1.688, -1.122, 3.089], [-0.035, 2.596, -0.935], [1.118, 2.763, -0.865], [2.241, -0.899, -0.674], [1.167, -0.199, -0.318], [-0.751, 0.061, -0.681]]}